# 1
# C2H8N5

A 3-piece molecular cluster, C2H8N5 overall at a distorted geometry (ωB97M-V with the def2-TZVPD basis set, the OMol25 dataset).

```
15
Properties=species:S:1:pos:R:3
C -0.679 -1.389 -0.027
C 0.433 -2.148 0.110
N 0.716 0.791 -0.163
N 1.819 0.682 0.078
N -1.381 -0.555 -0.344
N 2.919 0.327 0.305
N -1.984 1.819 -0.068
H 0.507 -2.321 1.224
H 1.218 -1.706 -0.468
H 0.240 -3.149 -0.284
H -2.030 0.799 -0.317
H 3.906 0.568 0.223
H -1.983 2.205 -0.985
H -0.954 1.951 0.262
H -2.746 2.128 0.453
```

Properties
Net charge = +1
Gap between HOMO and LUMO (alpha / beta) = 0.2485 / 0.2859 hartree
LUMO level (alpha / beta) = -2.741 / -6.567 eV
Relative energy (zero: lowest compared OMol25 entry of this formula, charge and spin) = 2.512 eV
Multiplicity = 3

# 2
# C2H7N3O

One molecule with the formula C2H7N3O (ωB97M-V with the def2-TZVPD basis set, the OMol25 dataset).

```
13
Properties=species:S:1:pos:R:3
C -0.448 -0.961 0.704
N 0.450 -0.660 -0.660
N 1.067 1.612 0.089
C -0.058 0.809 -0.309
O -1.379 -1.967 0.533
N -0.915 0.341 0.712
H -2.180 -1.495 0.247
H 0.282 -1.349 1.434
H 0.052 -1.092 -1.491
H 1.463 -0.771 -0.634
H 1.209 2.437 -0.478
H 0.974 1.855 1.067
H -0.517 1.241 -1.214
```

Properties
Gap between HOMO and LUMO = 0.3030 hartree
LUMO level = 0.763 eV
Relative energy (zero: lowest compared OMol25 entry of this formula, charge and spin) = 3.244 eV